Entry 1:
Entry from OMol25: a cluster of 5 separate species, C28H69FN5O5P in total at a distorted geometry (wB97M-V/def2-TZVPD).

Summary:
Structure (SMILES): CCNO[P@](=O)(O)OCC(=O)F.CCN(CC)CC.CCN(CC)CC.CCN(CC)CC.CCN(CC)CC
LUMO level (eV): -0.16
Gap between HOMO and LUMO (eV): 7.82
HOMO level (eV): -7.977

XYZ file:
```
109
Properties=species:S:1:pos:R:3:forces:R:3:lowdin_charge:R:1
P 1.32805 -3.60975 -2.75413 1.63 -4.09 -4.96 0.7022
F 1.81060 -0.68566 -0.80504 -3.27 -0.07 -1.74 0.0250
O -0.31973 0.28936 -0.80906 4.35 -4.14 -2.38 0.0792
O 1.34557 -4.51680 -4.01864 0.04 2.86 3.72 -0.3211
O 1.06559 -2.02145 -3.31491 -0.87 -2.27 3.07 -0.2143
O 2.87475 -3.77983 -2.02651 -2.67 0.70 -0.89 -0.1721
O 0.16786 -4.18668 -1.63654 2.04 3.11 0.07 -0.2453
N -6.17895 3.63275 5.70166 0.29 0.26 -0.04 -0.1944
N -0.34003 -5.39258 -2.08135 0.18 -2.93 -0.86 -0.1372
N -0.63725 4.27147 2.39664 -0.39 -0.14 0.02 -0.1901
N 5.56404 -1.12027 2.63378 -0.36 -0.10 0.12 -0.1937
N -0.61405 -1.27271 -7.58756 -0.08 0.37 -0.21 -0.1931
C -5.70877 1.12442 5.53331 0.15 -0.25 -0.03 -0.0874
C -1.63130 -2.81993 -5.91338 0.16 -0.04 0.11 -0.0869
C 0.47523 -0.53469 -1.33897 -3.09 3.24 2.22 -0.2288
C 0.88064 6.06243 3.24910 0.06 -0.02 -0.09 -0.0938
C 4.35649 -2.03770 0.57481 -0.18 -0.06 -0.16 -0.0962
C -5.32997 4.26054 4.69023 -0.10 0.21 0.07 -0.2490
C -0.03753 -1.35466 -2.64614 0.55 1.75 -0.17 -0.1185
C 6.81706 -1.84467 2.45162 0.04 0.18 0.14 -0.2748
C -0.62534 -0.81111 -8.97477 -0.23 0.06 0.06 -0.2534
C 0.35086 4.64075 3.40434 -0.02 0.17 -0.14 -0.2732
C 0.20116 -7.19028 -0.24672 0.63 -0.50 -0.22 -0.1064
C -0.54839 1.74369 2.76809 0.01 -0.29 -0.04 -0.0818
C -5.19923 3.55810 3.34097 0.15 -0.01 -0.25 -0.0931
C 5.60282 0.31534 2.37504 0.24 0.11 0.23 -0.2490
C 1.01696 3.64267 0.55058 0.10 -0.17 -0.23 -0.0830
C 1.70785 -2.27956 -7.21478 0.27 -0.04 -0.01 -0.0785
C -0.22451 4.40945 1.00348 0.09 0.35 -0.04 -0.2461
C 0.03925 -1.70128 -10.02236 0.11 -0.01 -0.27 -0.0922
C -1.37549 -2.49994 -7.38165 0.03 0.08 0.18 -0.2664
C 6.05764 0.77698 0.99123 -0.06 0.22 -0.19 -0.0865
C -5.62783 2.43169 6.32045 -0.20 -0.03 0.28 -0.2499
C -7.58586 3.57662 5.31997 0.01 -0.06 0.22 -0.2741
C -1.35574 3.03880 2.71612 -0.10 0.12 0.16 -0.2553
C 0.67810 -1.19227 -6.91297 -0.05 -0.03 0.29 -0.2433
C 7.97144 -1.28705 3.27774 0.02 0.09 -0.06 -0.0942
C 0.53064 -6.54430 -1.69095 -0.24 -1.67 0.20 -0.2352
C -8.51811 3.21653 6.47204 0.03 -0.10 0.01 -0.0939
C 4.40482 -1.82295 2.08566 0.04 -0.15 0.16 -0.2461
H -0.23550 -1.35567 -11.02417 0.01 -0.02 0.08 0.0708
H 5.29333 -2.43930 0.18046 -0.04 0.04 0.05 0.0711
H 7.11923 -1.87900 1.39781 0.11 -0.06 -0.11 0.0967
H 0.32989 -7.37499 -2.47595 0.42 1.59 1.10 0.1293
H -0.05801 5.47318 0.79994 0.01 -0.04 0.16 0.1005
H 1.36348 4.04061 -0.40818 -0.02 0.00 0.06 0.0735
H -1.15052 0.95468 3.23053 0.03 0.06 -0.02 0.0716
H 7.70712 -1.23367 4.33621 -0.05 0.04 -0.07 0.0783
H 3.56874 -2.75770 0.33214 0.09 0.08 0.01 0.0546
H -0.28033 1.39342 1.77094 0.06 0.02 0.06 0.0425
H -0.17863 0.18859 -9.02642 0.05 -0.11 0.19 0.1108
H -0.94857 -2.01110 -2.43455 1.54 0.79 0.12 0.1458
H 1.15809 -7.09585 0.38814 -1.83 -0.01 -0.56 0.0756
H -1.84051 3.17495 3.69102 0.12 0.14 -0.01 0.1019
H 3.39222 -4.37640 -2.62589 -0.89 0.69 0.36 0.0945
H -9.55876 3.30165 6.14693 0.10 -0.02 -0.01 0.0718
H -2.29717 -3.68357 -5.83244 0.08 0.06 -0.03 0.0763
H -7.89288 4.56507 4.96106 0.28 -0.03 -0.07 0.1173
H -4.73096 4.23527 2.61938 -0.02 -0.04 0.07 0.0732
H 8.27071 -0.29104 2.94216 -0.02 -0.05 0.05 0.0634
H -0.70852 -3.06963 -5.38333 -0.03 -0.05 -0.02 0.0450
H 1.47513 6.18025 2.33975 -0.05 0.02 0.04 0.0634
H 1.84580 3.73284 1.25602 -0.05 0.01 0.01 0.0673
H 4.11794 -1.11687 0.04287 0.10 -0.07 -0.02 0.0427
H -5.71465 5.27166 4.50942 -0.12 -0.11 0.09 0.1095
H 2.18960 -2.12361 -8.18081 -0.07 -0.09 0.01 0.0533
H -1.28146 -5.56661 -1.70052 0.70 0.94 0.11 0.1289
H 6.95273 0.25371 0.64843 -0.04 -0.02 0.03 0.0673
H 1.27575 -3.28199 -7.19735 0.00 0.06 0.04 0.0716
H 1.19917 3.94569 3.41815 0.14 -0.04 0.08 0.0970
H 1.12680 -1.65744 -9.95984 -0.04 -0.09 0.02 0.0542
H -0.27577 -2.74459 -9.94315 0.04 0.08 0.04 0.0676
H 0.49967 -1.18766 -5.83174 -0.09 -0.11 -0.07 0.0813
H -0.40342 -0.53013 -3.37743 0.74 -1.34 1.33 0.1595
H -2.10977 -1.97865 -5.40507 0.01 0.05 -0.08 0.0747
H 6.29861 1.84396 1.02254 -0.01 -0.07 0.01 0.0721
H 0.80369 2.58439 0.39557 0.09 0.03 0.08 0.0405
H 8.84433 -1.93884 3.18186 -0.08 0.05 -0.03 0.0715
H 1.13183 -0.21366 -7.11137 -0.24 -0.06 -0.18 0.1161
H -4.58182 2.61150 6.59624 -0.12 0.20 -0.19 0.1146
H 5.27274 0.65182 0.24452 0.11 -0.07 -0.02 0.0539
H -0.11664 4.58307 4.39350 -0.13 -0.20 -0.16 0.1170
H 2.49800 -2.25497 -6.45835 -0.09 -0.03 -0.02 0.0721
H -6.69202 0.96530 5.08570 0.03 0.05 0.01 0.0673
H 4.34851 -2.80605 2.56917 0.17 0.07 0.03 0.1086
H -4.56321 2.67476 3.40475 -0.09 -0.02 -0.03 0.0445
H -0.89305 -3.36401 -7.85389 -0.01 -0.16 0.00 0.1004
H -5.51835 0.28115 6.20423 -0.02 0.06 -0.03 0.0721
H -4.95542 1.07858 4.74607 -0.13 -0.01 -0.04 0.0523
H -1.67110 -0.66300 -9.27083 0.01 -0.11 0.15 0.1079
H 0.36316 1.84421 3.36252 -0.06 0.03 -0.05 0.0685
H 6.26030 0.77909 3.11884 0.03 -0.15 -0.03 0.1006
H -2.18471 2.90974 2.01055 0.16 0.14 -0.08 0.1072
H -0.01048 -8.32820 -0.34066 0.30 1.97 0.09 0.0782
H 6.67267 -2.88314 2.76939 -0.26 0.09 -0.10 0.1166
H -2.35598 -2.39050 -7.85810 0.18 0.17 -0.17 0.1171
H -6.16761 3.26544 2.92760 0.05 0.00 0.07 0.0676
H 1.52716 6.31128 4.09528 -0.04 -0.06 -0.07 0.0718
H -4.32754 4.41594 5.10577 -0.12 -0.15 0.10 0.1094
H -8.37482 3.89133 7.31889 0.06 -0.05 -0.04 0.0785
H 3.48907 -1.30777 2.39830 0.18 0.13 0.01 0.1119
H -0.71734 -6.70047 0.22754 1.47 -0.60 -0.46 0.0737
H 4.61782 0.74966 2.58406 0.00 -0.30 -0.02 0.1138
H -6.13281 2.27950 7.28083 -0.08 0.08 -0.11 0.1007
H 0.06282 6.78619 3.22737 0.01 -0.07 -0.05 0.0781
H -7.75689 2.87646 4.49323 -0.11 -0.06 -0.11 0.0969
H -1.06133 4.14177 0.34726 -0.03 -0.09 0.29 0.1156
H 1.64833 -6.30593 -1.71788 -1.80 0.04 -0.27 0.1088
H -8.36723 2.18981 6.81458 -0.01 0.07 0.02 0.0633
```
Positions in Å, forces in eV/Å.

=====

Entry 2:
Entry from OMol25: a structure of composition C28H69N5O16PS4 at a distorted geometry (wB97M-V/def2-TZVPD).

Summary:
Net charge: +3
LUMO level (eV): -11.18
Gap between HOMO and LUMO (eV): 4.13
Energy above the lowest of the compared OMol25 structures with the same formula, charge and spin (eV): 44.067
HOMO level (eV): -15.311

XYZ file:
```
123
Properties=species:S:1:pos:R:3:forces:R:3:lowdin_charge:R:1
S 2.74051 19.07541 -13.19569 -3.80 1.26 -2.58 0.7662
S 5.81003 11.01996 -12.95023 -1.53 -1.84 -0.40 0.8255
S 7.06823 16.41342 -8.82706 -0.06 -1.53 2.67 0.8562
S 6.67562 14.17004 -16.04585 -5.33 -3.94 -4.30 0.9527
P 1.39361 16.30228 -10.22052 0.88 0.80 0.22 0.5323
O 7.48493 15.82023 -15.44719 -6.03 -1.82 14.13 -0.1405
O 0.67276 15.16042 -9.70549 -0.15 -0.26 0.67 -0.1770
O 4.34699 10.78906 -13.16372 2.77 0.75 0.41 -0.3587
O 0.57234 17.21560 -11.23331 4.32 -0.68 -0.17 -0.1631
O 6.56471 20.09194 -14.31809 -1.54 -3.19 2.57 -0.1568
O 6.73373 14.91136 -12.79341 -8.49 5.54 4.71 -0.1066
O 1.98819 17.42220 -9.15912 0.03 -1.11 -1.61 -0.1648
O 7.40940 14.78458 -17.12308 -4.00 -5.98 -3.48 -0.2930
O 6.08806 15.80293 -7.86264 2.45 1.37 -2.97 -0.2941
O 7.36137 13.44811 -14.98891 -9.73 -9.09 -13.45 -0.1112
O 6.57670 19.24737 -11.49969 -1.20 0.80 -3.38 -0.0350
O 3.40675 19.92910 -12.23567 0.24 -0.48 -0.21 -0.3101
O 1.25993 19.20954 -13.40308 3.90 -0.41 0.40 -0.3042
O 2.73916 15.79739 -11.10259 -3.08 1.39 1.22 -0.2772
O 6.72909 10.21277 -13.83371 -1.64 2.81 2.30 -0.3462
O 6.82994 17.80802 -9.28132 0.55 -1.52 0.57 -0.3810
N 8.61105 16.20228 -16.85940 11.67 6.48 -8.75 0.1886
N 7.67299 21.25513 -12.92978 3.13 0.31 1.26 0.2819
N 8.30737 14.50221 -13.78186 15.42 5.08 4.70 0.2215
N 7.20254 19.77617 -16.31192 2.05 1.60 -3.98 0.2676
N 8.64261 19.28220 -10.46562 2.87 1.59 -0.95 0.3076
C 4.02819 14.39373 -15.53830 0.77 -0.91 -1.72 -0.1653
C 5.57373 12.87524 -16.86706 0.27 1.27 2.07 -0.0843
C 6.61435 17.13459 -12.08684 -0.19 -1.78 -2.85 -0.0177
C 3.59351 14.77349 -10.66012 0.22 1.28 0.46 -0.1814
C 6.71817 18.83188 -13.94403 -2.45 6.61 3.24 -0.2508
C 7.11786 16.58571 -14.58542 -1.75 3.28 4.76 -0.1202
C 5.31233 15.29178 -15.46274 -1.15 -3.19 -0.53 -0.1430
C -1.24260 18.53047 -12.08997 1.31 1.62 -0.29 -0.0818
C 3.69649 19.08982 -8.34846 -1.40 -0.41 -1.06 -0.0316
C 8.46620 14.35862 -9.86428 -0.25 1.76 1.32 -0.1570
C 6.03283 12.89695 -12.89174 -1.56 -2.37 1.33 -0.1606
C 6.57890 18.42822 -12.47547 0.76 1.99 2.36 -0.2483
C 3.57266 19.22337 -14.89422 -0.46 0.04 2.09 -0.1565
C 4.85256 15.10142 -11.39332 -2.63 0.60 -0.47 -0.1055
C 6.56804 13.21001 -11.51554 3.31 -5.13 0.66 -0.3143
C 4.19325 13.52179 -16.78281 -0.20 0.18 -1.15 -0.1862
C 6.05773 12.18475 -10.45723 -0.33 1.68 -0.55 -0.1516
C 3.37239 17.86759 -9.33502 -0.19 1.63 2.15 -0.2114
C 6.20540 10.83352 -11.08284 0.12 -0.45 -0.61 -0.1517
C -0.76149 17.27643 -11.40991 -5.49 0.34 -0.09 -0.3252
C 3.51880 17.79524 -15.44499 -0.66 2.75 -2.26 -0.1988
C 3.19760 17.38223 -13.05287 -0.17 -0.25 0.50 -0.1959
C 7.43694 15.34148 -10.38399 2.26 2.28 3.05 -0.2410
C 6.83198 17.96677 -14.88494 0.87 -9.32 -1.76 -0.0159
C 6.77574 16.10619 -13.04606 -1.73 5.87 1.69 -0.2112
C 9.57540 15.22112 -9.04881 -1.19 -1.20 -2.61 -0.1722
C 8.86548 16.18887 -8.12375 -0.83 -1.15 0.02 -0.1543
C 3.79508 16.87408 -14.36718 -0.02 0.12 3.08 -0.2488
H 2.34624 16.82526 -12.66165 0.18 0.37 -0.60 0.0969
H 3.96012 17.03351 -8.95165 0.50 0.05 -0.75 0.0850
H 5.34331 16.09776 -16.19591 -0.40 -0.34 -0.24 0.1312
H 7.54116 19.11248 -16.99380 0.49 0.78 -1.70 0.1527
H 9.16594 19.31262 -11.32892 0.25 -0.05 -0.67 0.1386
H 3.09127 20.04507 -15.42448 0.04 -0.26 -0.15 0.1194
H 6.62614 12.35819 -9.54349 0.30 -0.69 -0.07 0.1169
H 6.45209 13.30977 -13.80929 -1.17 -1.67 2.24 0.0451
H -1.18012 18.52268 -13.17815 -0.02 -0.39 -0.02 0.0682
H 5.55910 10.09256 -10.61234 0.05 -0.20 -0.50 0.1194
H 8.12004 21.65505 -12.11721 -0.43 1.28 0.25 0.1555
H 5.58181 14.31910 -11.18293 -5.94 0.36 -0.29 -0.0230
H 7.85101 19.89054 -10.61854 -1.07 -0.46 0.50 0.0973
H 6.80193 18.25968 -15.92403 -1.53 -5.13 0.62 0.1217
H 3.63034 15.81961 -14.58867 -0.89 1.73 1.24 0.0673
H 3.26571 18.89730 -7.36587 0.59 -0.25 0.13 0.0839
H 5.55225 12.06188 -16.14174 0.52 -0.44 -0.33 0.1115
H 8.79122 15.60675 -7.20520 -0.56 0.90 0.50 0.1154
H -2.25805 18.82818 -11.82861 0.16 -0.22 0.29 0.0947
H 7.95895 20.34953 -15.96666 -0.42 1.13 -0.75 0.1722
H 9.30152 19.74630 -9.85689 0.20 -0.62 1.35 0.1681
H 3.80761 13.65790 -14.76500 0.57 0.65 0.91 0.1434
H 6.42119 15.10452 -10.70054 1.83 2.61 2.43 0.0199
H 7.94778 16.32348 -16.10741 1.00 3.69 -4.08 -0.2447
H 3.95783 17.39749 -12.27191 -0.21 -0.21 0.01 0.0761
H 8.31433 16.42434 -17.79894 0.39 -0.51 -0.42 0.1571
H 3.18132 13.79592 -10.91023 0.09 -0.08 0.00 0.1447
H 5.57950 15.75197 -14.51146 -0.83 -1.75 -0.78 0.0581
H 5.45003 16.00656 -11.28447 -3.20 -0.42 0.96 0.0541
H 7.89775 16.11171 -11.00246 0.39 -0.62 0.16 0.0905
H 3.52295 18.24949 -10.34476 0.27 -0.54 -0.03 0.0805
H 4.74157 19.39918 -8.36242 0.19 -0.79 0.29 0.0533
H 4.56368 19.49042 -14.52722 -0.13 0.19 -0.57 0.0518
H 3.76074 14.85172 -9.58587 -0.12 -0.29 0.23 0.1331
H 6.82641 21.60332 -13.35659 -0.33 0.67 0.52 0.1638
H -1.28827 17.26048 -10.45579 0.26 -0.29 0.24 0.1319
H 3.21165 20.01775 -8.65174 -0.45 -0.18 -0.44 0.0716
H 6.26540 20.09215 -16.51687 0.06 1.33 -0.40 0.1811
H 6.43626 14.24889 -11.21316 4.33 -5.55 -1.58 -0.0269
H 6.08982 12.67736 -17.80652 -0.52 -0.20 0.02 0.1229
H 3.99640 14.15943 -17.64465 -0.02 -0.22 -0.26 0.1299
H 7.80966 13.81079 -9.18831 0.94 -0.72 0.51 0.1140
H 2.57170 17.70344 -15.97665 -0.10 -0.45 0.12 0.1492
H 8.87581 15.23360 -16.75139 1.31 0.60 -0.66 0.1372
H 3.09790 14.91840 -15.75592 0.23 0.07 0.11 0.1360
H 8.91090 15.19551 -14.20042 1.90 -0.87 0.66 0.1403
H 4.86433 16.95956 -14.17354 -0.73 0.59 0.23 0.0620
H 8.40404 18.30657 -10.35917 -0.83 -0.27 1.33 0.0927
H 4.70689 15.12968 -12.47318 -0.85 -0.36 0.23 0.1112
H 9.33027 17.16967 -8.02321 -0.14 -0.17 0.24 0.0949
H -1.30812 16.57981 -12.04554 1.16 -1.53 0.26 0.1305
H 7.25442 10.54677 -11.00903 -0.07 -0.36 -0.27 0.1109
H 8.01813 13.80392 -14.45180 5.91 1.13 2.68 -0.2925
H 7.50300 20.28118 -12.72326 -0.97 0.29 1.13 0.0509
H 10.19260 15.77399 -9.75696 -0.02 -0.06 -0.38 0.1012
H -0.50989 19.28770 -11.81100 -0.51 0.61 0.16 0.0662
H 7.65098 13.11001 -11.44244 -0.12 -0.58 -0.73 0.0959
H 9.34586 16.86426 -16.65460 1.37 0.25 -0.19 0.1432
H 4.30886 17.75717 -16.19497 -0.05 -0.23 -0.52 0.1000
H 3.38995 12.79157 -16.68493 0.23 -0.26 -0.56 0.1440
H 6.37306 16.91353 -11.05762 0.38 1.47 -0.86 0.0730
H 5.05422 13.32512 -12.67469 -0.78 -0.80 -1.19 0.1028
H 8.62518 14.04557 -12.93890 0.97 0.45 0.25 0.1503
H 7.03214 19.11522 -15.56746 1.27 3.85 -0.43 -0.0693
H 8.39508 21.12583 -13.62402 0.20 0.97 -0.51 0.1470
H 10.20306 14.38893 -8.73008 0.16 0.68 1.27 0.1279
H 5.05511 12.43566 -10.11097 -0.45 -0.24 -0.46 0.1289
H 7.50527 15.03875 -13.48378 4.04 -2.95 -3.38 -0.1956
H 8.91310 13.68046 -10.59125 0.21 0.46 0.34 0.1184
```
Positions in Å, forces in eV/Å.